Entry 1:
Molecular formula: C27H51BFIN3O16
Method: DFT, the ωB97M-V functional and the def2-TZVPD basis

The geometry in XYZ format:
```
100
Properties=species:S:1:pos:R:3
C -3.876 -3.299 1.199
O -4.534 -3.906 0.064
B -4.090 -3.484 -1.138
O -2.757 -3.490 -1.392
C -5.112 -3.029 -2.306
N -6.288 -3.976 -2.251
I -7.008 -4.590 -4.138
C -7.365 -3.592 -1.277
C -7.444 -2.111 -0.930
N -6.186 -1.350 -1.000
C -6.569 0.050 -0.735
C -6.482 0.326 0.764
F -7.461 1.210 1.127
C -5.502 -1.539 -2.240
C -4.218 -0.778 -2.432
C -3.616 -0.301 -1.112
C -3.034 1.078 -1.172
O -2.275 -0.220 -1.117
O -6.481 -1.415 -3.353
C -6.536 -0.256 -3.916
N -6.595 0.864 -4.291
H -3.175 -2.522 0.918
H -4.644 -2.860 1.825
H -3.346 -4.039 1.781
H -2.560 -3.535 -2.329
H -4.612 -3.190 -3.252
H -5.922 -4.851 -1.890
H -8.311 -3.913 -1.681
H -7.240 -4.160 -0.366
H -8.233 -1.662 -1.527
H -7.764 -2.041 0.100
H -5.899 0.751 -1.219
H -7.580 0.307 -1.043
H -6.621 -0.583 1.342
H -5.524 0.756 1.027
H -3.426 -1.357 -2.883
H -4.281 0.148 -2.989
H -4.106 -0.569 -0.207
H -2.617 1.498 -0.277
H -2.738 1.446 -2.135
C -6.993 7.260 -8.769
C -6.003 7.097 -7.636
O -6.622 6.527 -6.472
C -6.804 5.211 -6.510
O -6.481 4.472 -7.403
O -7.408 4.845 -5.381
C -7.729 3.452 -5.314
H -7.863 7.826 -8.436
H -6.530 7.783 -9.606
H -7.346 6.292 -9.122
H -5.631 8.071 -7.323
H -5.144 6.499 -7.936
H -6.863 2.843 -5.516
H -8.529 3.221 -6.019
H -8.077 3.252 -4.305
C 0.243 -1.389 -0.035
C 1.732 -1.568 0.168
O 2.309 -0.439 0.836
C 2.119 -0.403 2.154
O 1.534 -1.225 2.807
O 2.688 0.704 2.620
C 2.510 0.913 4.024
H 0.036 -0.451 -0.543
H -0.165 -2.209 -0.627
H -0.279 -1.363 0.922
H 2.236 -1.632 -0.794
H 1.956 -2.484 0.715
H 2.821 0.042 4.594
H 1.470 1.154 4.241
H 3.134 1.756 4.305
C 6.180 1.091 3.523
C 7.671 0.884 3.681
O 8.288 1.999 4.339
C 8.146 2.027 5.660
O 7.579 1.203 6.330
O 8.741 3.125 6.117
C 8.612 3.321 7.527
H 5.977 2.040 3.025
H 5.740 0.283 2.939
H 5.687 1.123 4.494
H 8.137 0.813 2.701
H 7.893 -0.040 4.212
H 8.933 2.440 8.077
H 7.582 3.568 7.779
H 9.253 4.158 7.787
C 12.935 -4.105 1.749
C 12.683 -2.617 1.635
O 11.460 -2.238 2.284
C 11.529 -2.132 3.609
O 12.506 -2.307 4.286
O 10.317 -1.807 4.059
C 10.230 -1.735 5.486
H 12.074 -4.666 1.384
H 13.814 -4.388 1.170
H 13.100 -4.395 2.786
H 12.560 -2.338 0.591
H 13.515 -2.038 2.034
H 10.998 -1.084 5.897
H 10.311 -2.732 5.916
H 9.255 -1.322 5.731
```

Properties
E in Eh: -2849.6472
HOMO-LUMO gap in eV: 6.10
Charge: +1
LUMO in eV: -5.572

***

Entry 2:
Molecular formula: C4H6N2O
Method: DFT, the ωB97M-V functional and the def2-TZVPD basis

The geometry in XYZ format:
```
13
Properties=species:S:1:pos:R:3
H 1.347 1.361 0.003
N 0.541 2.232 -0.032
C -0.641 1.599 -0.107
N -0.520 0.136 -0.093
C 0.823 -0.153 0.320
C 1.495 -1.232 -0.195
C -1.596 -0.716 -0.019
O -2.788 -0.210 0.127
H -1.649 2.118 -0.575
H 0.999 0.608 1.200
H 2.183 -2.033 0.559
H 1.322 -1.906 -1.067
H -1.515 -1.802 -0.120
```

Properties
E in Eh: -340.5905
HOMO-LUMO gap in eV: 9.80
LUMO in eV: 0.033

***

Entry 3:
Molecular formula: C30H34Br2N10OS4Sr
Method: DFT, the ωB97M-V functional and the def2-TZVPD basis

The geometry in XYZ format:
```
82
Properties=species:S:1:pos:R:3
Sr 0.265 -1.654 -0.743
Br -4.687 -6.973 -0.882
C -3.425 -5.593 -0.859
C -3.178 -4.886 0.306
C -2.230 -3.883 0.252
N -1.548 -3.564 -0.849
C -1.792 -4.250 -1.977
C -2.728 -5.274 -2.015
C -1.009 -3.858 -3.191
C -1.197 -4.483 -4.414
C -0.443 -4.071 -5.503
Br -0.682 -4.895 -7.165
C 0.481 -3.051 -5.351
C 0.602 -2.485 -4.096
N -0.116 -2.867 -3.038
H -3.702 -5.109 1.224
H -2.005 -3.303 1.141
H -2.927 -5.830 -2.917
H -1.914 -5.278 -4.544
H 1.085 -2.707 -6.177
H 1.313 -1.681 -3.930
N -2.982 0.526 -0.176
C -2.397 0.194 0.994
N -1.309 -0.536 1.095
C -0.964 -0.708 2.433
C -1.781 -0.096 3.320
S -3.048 0.736 2.500
C 0.183 -1.556 2.787
C 0.551 -1.875 4.048
S 1.935 -2.892 4.032
C 1.924 -2.842 2.309
N 0.964 -2.122 1.786
N 2.912 -3.447 1.586
H -2.526 0.307 -1.049
H -3.911 0.903 -0.198
H -1.736 -0.107 4.395
H 0.088 -1.593 4.979
H 3.357 -4.267 1.963
H 2.864 -3.383 0.577
C 4.210 1.321 -2.001
N 4.328 0.854 -0.623
C 4.008 -0.378 -0.213
S 3.227 -1.480 -1.279
N 4.327 -0.733 1.024
C 4.993 0.127 1.987
H 4.440 2.383 -2.014
H 3.198 1.170 -2.373
H 4.900 0.793 -2.657
H 4.890 1.415 -0.002
H 4.080 -1.673 1.294
H 4.399 1.023 2.177
H 5.995 0.402 1.650
H 5.091 -0.417 2.921
C -3.364 4.111 0.326
C -2.786 4.479 -1.037
C -2.049 3.331 -1.709
N -0.885 2.968 -0.897
C -0.082 1.957 -1.123
S -0.310 0.863 -2.401
N 1.002 1.749 -0.282
C 1.129 1.926 1.114
O 1.747 1.086 1.726
C 0.517 3.114 1.754
C -0.200 2.938 2.934
C -0.754 4.038 3.569
C -0.566 5.311 3.046
C 0.179 5.491 1.887
C 0.717 4.393 1.234
H -3.859 4.967 0.781
H -2.596 3.770 1.027
H -4.106 3.315 0.230
H -2.110 5.335 -0.945
H -3.585 4.797 -1.708
H -1.708 3.602 -2.709
H -2.692 2.456 -1.808
H -0.664 3.592 -0.131
H 1.630 1.029 -0.621
H -0.317 1.940 3.338
H -1.325 3.907 4.479
H -0.991 6.169 3.549
H 0.348 6.487 1.498
H 1.307 4.528 0.334
```

Properties
E in Eh: -8557.7078
HOMO-LUMO gap in eV: 7.81
Charge: +2
LUMO in eV: -5.025

***

Entry 4:
Molecular formula: C4H8N2O
Method: DFT, the ωB97M-V functional and the def2-TZVPD basis

The geometry in XYZ format:
```
15
Properties=species:S:1:pos:R:3
H 0.455 1.221 2.384
N 1.417 1.120 2.027
C 1.443 0.202 1.162
C 0.581 -0.341 0.115
C 0.572 -1.705 0.050
N -0.400 0.535 -0.418
C -1.349 0.082 -1.427
O -1.054 1.382 0.511
H 2.313 -0.095 0.379
H 1.186 -2.303 0.713
H 0.187 -2.233 -0.812
H -2.086 -0.604 -1.000
H -1.875 0.944 -1.846
H -0.819 -0.426 -2.239
H -0.569 2.220 0.401
```

Properties
E in Eh: -341.7876
HOMO-LUMO gap in eV: 8.69
LUMO in eV: 0.380

***

Entry 5:
Molecular formula: C48H123BN9O25
Method: DFT, the ωB97M-V functional and the def2-TZVPD basis

The geometry in XYZ format:
```
206
Properties=species:S:1:pos:R:3
O 0.925 -1.909 -1.850
C 0.253 -1.244 -1.103
O 0.168 -1.362 0.195
B -0.658 -0.294 0.750
O -1.164 0.450 -0.406
C -0.573 -0.040 -1.502
O -0.792 0.443 -2.579
O 0.154 0.595 1.616
C -0.345 0.568 2.826
O 0.088 1.109 3.805
C -1.540 -0.401 2.859
O -1.724 -0.798 1.615
O -2.246 -0.710 3.773
C 2.660 7.011 -0.550
C 3.040 5.609 -0.118
C 1.848 4.684 0.095
O 1.179 4.482 -1.170
C 0.344 3.328 -1.140
N 4.034 4.985 -1.022
H 2.214 7.087 -1.547
H 3.536 7.654 -0.686
H 1.987 7.449 0.190
H 3.458 5.692 0.893
H 1.128 5.244 0.700
H 2.129 3.684 0.429
H 0.968 2.438 -1.003
H 0.002 3.336 -2.172
H -0.478 3.400 -0.427
H 4.599 5.774 -1.327
H 3.458 4.779 -1.841
C 4.828 -4.349 -0.327
C 4.899 -3.478 -1.590
C 4.353 -4.031 -2.877
O 4.975 -5.274 -3.173
C 4.480 -5.905 -4.320
N 4.179 -2.233 -1.255
H 5.487 -5.199 -0.534
H 3.835 -4.800 -0.260
H 5.142 -3.768 0.527
H 5.954 -3.219 -1.724
H 4.498 -3.310 -3.689
H 3.271 -4.205 -2.795
H 4.842 -6.934 -4.301
H 4.750 -5.449 -5.276
H 3.387 -6.006 -4.297
H 3.168 -2.357 -1.295
H 4.309 -1.515 -1.975
C -0.063 2.471 -6.271
C 1.015 3.134 -7.124
C 1.524 4.424 -6.494
O 2.562 4.899 -7.355
C 3.189 6.095 -6.912
N 2.080 2.136 -7.329
H -0.539 1.766 -6.957
H -0.864 3.186 -6.049
H 0.282 2.053 -5.334
H 0.589 3.275 -8.121
H 2.005 4.382 -5.509
H 0.720 5.142 -6.286
H 2.425 6.867 -6.764
H 3.907 6.278 -7.705
H 3.649 6.038 -5.919
H 3.005 2.525 -7.457
H 1.850 1.574 -8.138
C 2.838 8.146 2.607
C 2.871 7.838 4.089
C 3.003 6.368 4.489
O 1.867 5.688 3.993
C 2.168 4.363 3.623
N 4.005 8.607 4.658
H 3.722 7.823 2.063
H 2.618 9.211 2.550
H 1.987 7.566 2.238
H 1.965 8.163 4.617
H 3.229 6.095 5.525
H 3.935 6.024 4.010
H 2.720 4.186 2.692
H 1.259 3.761 3.628
H 2.808 3.938 4.404
H 4.146 8.432 5.645
H 3.847 9.597 4.527
C -4.765 -1.428 1.053
C -5.819 -1.351 2.155
C -7.155 -0.784 1.619
O -7.032 0.450 0.955
C -8.266 0.953 0.535
N -6.097 -2.713 2.629
H -4.426 -0.443 0.741
H -5.124 -2.041 0.220
H -3.889 -1.998 1.363
H -5.492 -0.592 2.876
H -7.896 -0.717 2.427
H -7.523 -1.522 0.892
H -8.127 1.685 -0.260
H -8.818 1.383 1.378
H -8.899 0.178 0.083
H -6.615 -2.615 3.501
H -5.173 -3.049 2.943
C 3.798 -1.403 -5.679
C 2.600 -0.815 -4.952
C 3.011 0.388 -4.102
O 4.050 0.092 -3.184
C 4.505 1.154 -2.394
N 1.564 -0.477 -5.931
H 4.199 -0.631 -6.352
H 3.562 -2.225 -6.356
H 4.669 -1.698 -5.093
H 2.161 -1.594 -4.325
H 2.122 0.682 -3.526
H 3.305 1.229 -4.741
H 3.690 1.640 -1.846
H 4.989 1.900 -3.036
H 5.240 0.935 -1.617
H 0.684 -0.353 -5.442
H 1.766 0.416 -6.411
C -4.955 -6.203 -5.312
C -4.616 -4.702 -5.204
C -4.017 -4.308 -3.845
O -3.841 -2.915 -3.828
C -2.833 -2.457 -2.940
N -3.639 -4.450 -6.292
H -5.592 -6.575 -4.506
H -4.049 -6.804 -5.385
H -5.553 -6.415 -6.202
H -5.542 -4.123 -5.279
H -3.168 -4.952 -3.598
H -4.823 -4.438 -3.104
H -1.847 -2.835 -3.216
H -3.109 -2.752 -1.921
H -2.852 -1.370 -2.951
H -4.059 -4.847 -7.130
H -3.750 -3.448 -6.461
C -3.282 -3.774 5.987
C -2.946 -4.432 4.656
C -3.590 -5.816 4.519
O -3.127 -6.729 5.514
C -3.684 -7.994 5.224
N -3.381 -3.582 3.550
H -2.783 -2.807 6.048
H -2.948 -4.297 6.889
H -4.363 -3.803 6.152
H -1.862 -4.591 4.581
H -3.426 -6.175 3.496
H -4.678 -5.687 4.597
H -3.664 -8.387 4.206
H -4.719 -8.091 5.580
H -3.142 -8.674 5.891
H -2.726 -3.783 2.791
H -3.112 -2.651 3.869
C 3.553 0.897 1.642
C 4.027 -0.453 2.170
C 2.850 -1.420 2.124
O 3.174 -2.749 2.475
C 2.011 -3.550 2.418
N 5.164 -0.892 1.317
H 4.334 1.657 1.671
H 2.689 1.314 2.174
H 3.145 0.871 0.627
H 4.532 -0.316 3.129
H 2.642 -1.401 1.045
H 1.962 -1.040 2.635
H 1.625 -3.561 1.387
H 1.206 -3.101 3.004
H 2.235 -4.596 2.615
H 4.746 -0.938 0.375
H 5.242 -1.902 1.444
C 2.688 1.748 6.866
C 3.181 0.890 5.715
O 2.136 0.046 5.269
O 1.929 2.856 6.412
H 3.579 2.163 7.357
H 2.229 1.166 7.669
H 3.902 0.214 6.193
H 3.712 1.431 4.928
H 1.471 0.600 4.819
H 1.011 2.564 6.297
C -4.061 3.146 -3.390
C -3.734 2.353 -4.641
O -3.515 0.999 -4.229
O -2.921 3.206 -2.556
H -4.908 2.693 -2.863
H -4.324 4.190 -3.624
H -2.719 2.661 -4.923
H -4.393 2.579 -5.473
H -2.826 1.036 -3.552
H -3.181 3.472 -1.672
C -1.853 -4.156 0.432
C -3.199 -4.879 0.320
O -3.001 -6.281 0.202
O -1.280 -4.496 1.720
H -2.043 -3.082 0.480
H -1.147 -4.387 -0.364
H -3.696 -4.528 -0.596
H -4.011 -4.594 0.995
H -2.509 -6.578 0.974
H -0.723 -5.260 1.539
C -3.004 1.511 7.369
C -1.805 1.563 6.436
O -0.564 1.640 7.160
O -3.116 2.736 8.114
H -2.877 0.704 8.098
H -3.947 1.380 6.843
H -1.810 2.500 5.875
H -1.751 0.705 5.765
H -0.289 0.737 7.351
H -2.225 3.102 8.162
```

Properties
E in Eh: -4301.3816
HOMO-LUMO gap in eV: 8.65
Charge: -1
LUMO in eV: 2.003

***

Entry 6:
Molecular formula: C4H7NO2
Method: DFT, the ωB97M-V functional and the def2-TZVPD basis

The geometry in XYZ format:
```
14
Properties=species:S:1:pos:R:3
O -1.194 -1.343 1.005
C -0.409 -0.378 1.544
C 0.714 -0.675 2.189
N 0.749 0.056 -1.093
C 1.328 0.251 -2.201
C -2.169 0.350 -1.153
O -2.337 0.664 -2.230
H -1.799 -0.910 0.386
H -0.748 0.647 1.389
H 1.320 0.100 2.641
H 1.024 -1.712 2.269
H 1.185 -0.695 -0.551
H 2.184 -0.324 -2.574
H 0.953 1.045 -2.850
```

Properties
E in Eh: -361.7788
HOMO-LUMO gap in eV: 9.57
LUMO in eV: 0.860

***

Entry 7:
Molecular formula: C6H13O2P
Method: DFT, the ωB97M-V functional and the def2-TZVPD basis

The geometry in XYZ format:
```
22
Properties=species:S:1:pos:R:3
C -2.292 0.209 -0.696
C 1.868 -0.999 -0.307
C 2.615 0.364 -0.384
C 1.003 -1.071 0.929
C -2.462 -1.205 -0.781
C -0.898 2.323 0.960
O 1.988 1.149 -1.290
O -0.104 -0.151 0.997
P -0.667 0.772 -0.141
H -2.590 0.933 -1.384
H 1.223 -1.011 -1.105
H 2.493 -1.782 -0.139
H 2.877 0.690 0.614
H 3.609 0.197 -0.796
H 0.507 -2.042 0.937
H 1.584 -1.029 1.831
H -1.772 -1.679 -0.089
H -3.470 -1.432 -0.545
H -2.474 -1.587 -1.767
H 0.031 2.754 1.061
H -1.691 2.702 0.333
H -1.378 1.894 1.762
```

Properties
E in Eh: -728.0523
HOMO-LUMO gap (spin up / spin down) in eV: 6.07 / 8.47
LUMO (spin up / spin down) in eV: -0.903 / -0.132